Entry 1:
The following is a DFT calculation (the ωB97M-V functional and the def2-TZVPD basis) of C6H12 in the gas phase in a non-equilibrium geometry.

Atoms and positions in Å:
C: 1.188 1.436 -0.274
C: 0.757 0.232 0.564
C: 1.216 -1.180 0.060
C: -0.243 -1.441 -0.475
C: -0.742 -0.348 0.485
C: -1.857 0.573 -0.039
H: 0.941 1.101 -1.347
H: 2.215 1.681 -0.206
H: 0.550 2.288 0.065
H: 0.957 0.385 1.630
H: 1.414 -1.872 0.931
H: 2.041 -1.152 -0.564
H: -0.451 -0.907 -1.445
H: -0.688 -2.437 -0.415
H: -1.020 -0.790 1.453
H: -1.858 1.453 0.597
H: -1.637 0.934 -1.039
H: -2.785 0.044 0.017

Summary:
- frontier orbital gap (eV) = 11.2
- SMILES = C[C@@H]1CC[C@@H]1C
- LUMO level (eV) = 1.209
- ΔE to the lowest compared entry with this formula, charge and spin (kJ/mol) = 144.3

***

Entry 2:
The following is a DFT calculation (the ωB97M-V functional and the def2-TZVPD basis) of C6H12 in the gas phase.

Atoms and positions in Å:
C: -2.150 0.338 0.529
C: -1.062 0.311 -0.532
C: 0.200 1.168 -0.261
C: 1.098 -0.073 -0.498
C: 2.094 -0.415 0.599
C: -0.173 -0.956 -0.566
H: -1.720 0.131 1.518
H: -2.915 -0.422 0.333
H: -2.645 1.314 0.578
H: -1.495 0.528 -1.516
H: 0.249 1.529 0.775
H: 0.363 2.021 -0.928
H: 1.610 -0.023 -1.466
H: 2.555 -1.395 0.427
H: 2.896 0.329 0.667
H: 1.589 -0.452 1.573
H: -0.275 -1.600 -1.445
H: -0.297 -1.575 0.332

Summary:
- frontier orbital gap (eV) = 11.5
- SMILES = C[C@H]1C[C@@H](C)C1
- LUMO level (eV) = 1.219
- ΔE to the lowest compared entry with this formula, charge and spin (kJ/mol) = 81.6

***

Entry 3:
The following is a DFT calculation (the ωB97M-V functional and the def2-TZVPD basis) of a molecular structure, C6H12AlFILiO2.

Atoms and positions in Å:
C: 0.477 -3.008 1.716
C: -0.656 -2.298 1.024
O: -1.724 -2.024 1.538
O: -0.349 -2.007 -0.242
C: -1.239 -1.062 -0.899
Al: -1.027 0.764 -0.086
I: -3.490 1.763 0.237
C: -0.075 2.058 -1.272
C: 1.385 2.269 -0.834
C: 2.166 0.955 -0.738
F: 3.421 1.067 -1.374
H: 0.194 -3.230 2.742
H: 0.711 -3.927 1.173
H: 1.365 -2.376 1.671
H: -0.918 -1.047 -1.946
H: -2.260 -1.455 -0.882
H: -0.338 0.628 1.360
H: -0.597 3.020 -1.322
H: -0.072 1.628 -2.284
H: 1.930 2.887 -1.560
H: 1.410 2.766 0.142
H: 2.377 0.681 0.301
H: 1.637 0.130 -1.229
Li: -4.326 1.819 2.766

Summary:
- frontier orbital gap (eV) = 6.6
- LUMO level (eV) = -1.770

***

Entry 4:
The following is a DFT calculation (the ωB97M-V functional and the def2-TZVPD basis) of a molecular structure, C6H12B3BrO4Sr in a non-equilibrium geometry.

Atoms and positions in Å:
C: 0.953 2.110 0.498
C: 1.529 1.533 -0.794
C: 2.397 0.286 -0.568
Br: 3.394 -0.127 -2.176
B: 1.586 -0.974 -0.152
O: 1.523 -2.168 -0.790
B: 0.264 -2.632 -1.097
O: -0.708 -2.465 -0.092
B: -0.583 -1.420 0.737
C: -1.775 -0.713 1.471
C: -2.373 0.325 0.452
C: -1.998 0.260 -0.988
O: -3.335 -0.150 -0.359
O: 0.752 -0.936 1.063
H: 1.706 2.145 1.286
H: 0.067 1.572 0.835
H: 0.632 3.132 0.326
H: 0.751 1.335 -1.528
H: 2.178 2.287 -1.229
H: 3.141 0.507 0.198
H: -0.012 -3.073 -2.152
H: -1.441 -0.037 2.276
H: -2.595 -1.359 1.775
H: -2.477 1.324 0.848
H: -2.305 1.084 -1.612
H: -1.787 -0.655 -1.521
Sr: 0.514 -1.186 3.295

Summary:
- frontier orbital gap (eV) = 6.4
- net charge = +2
- LUMO level (eV) = -9.211

***

Entry 5:
The following is a DFT calculation (the ωB97M-V functional and the def2-TZVPD basis) of C6H12BN in the gas phase in a non-equilibrium geometry.

Atoms and positions in Å:
C: 2.044 -1.086 0.105
N: 1.397 0.132 0.026
C: 2.053 1.359 0.033
B: 0.009 0.086 -0.008
C: -1.287 1.276 0.184
C: -2.516 0.747 -0.009
C: -2.407 -0.719 -0.372
C: -0.934 -1.196 -0.041
H: 2.090 -1.206 1.197
H: 1.459 -1.791 -0.344
H: 2.996 -0.917 -0.330
H: 3.009 1.387 0.586
H: 2.384 1.670 -0.938
H: 1.503 2.125 0.558
H: -1.089 2.308 0.312
H: -3.405 1.334 -0.021
H: -3.166 -1.395 0.012
H: -2.458 -0.579 -1.409
H: -0.605 -1.948 -0.620
H: -1.075 -1.587 1.079

Summary:
- frontier orbital gap (eV) = 9.4
- SMILES = CN(C)B1C=CCC1
- LUMO level (eV) = 0.704
- ΔE to the lowest compared entry with this formula, charge and spin (kJ/mol) = 221.1

***

Entry 6:
The following is a DFT calculation (the ωB97M-V functional and the def2-TZVPD basis) of C6H12BrN3 in the gas phase in a non-equilibrium geometry.

Atoms and positions in Å:
H: -0.073 3.226 -1.483
N: -0.526 2.322 -1.535
C: -0.088 1.341 -0.915
C: -0.951 0.013 -0.752
C: -2.364 0.519 -0.677
N: -0.407 -0.478 0.531
C: -0.363 -1.937 0.711
N: 0.783 0.151 0.826
C: 1.806 -0.506 1.538
C: 1.126 1.030 -0.116
Br: 2.386 0.259 -1.877
H: -0.823 -0.608 -1.693
H: -2.261 1.170 0.178
H: -2.943 -0.312 -0.478
H: -2.542 1.052 -1.523
H: 0.021 -2.371 -0.249
H: 0.390 -2.297 1.386
H: -1.286 -2.420 0.858
H: 2.563 0.195 1.964
H: 1.503 -1.160 2.385
H: 2.345 -1.114 0.711
H: 1.704 1.922 0.211

Summary:
- frontier orbital gap (eV) = 8.2
- SMILES = [H]/N=C1/[C@H](C)N(C)N(C)[C@H]1Br
- LUMO level (eV) = 0.190
- ΔE to the lowest compared entry with this formula, charge and spin (kJ/mol) = 0.0

***

Entry 7:
The following is a DFT calculation (the ωB97M-V functional and the def2-TZVPD basis) of C6H12ClN3O2 in the gas phase in a non-equilibrium geometry.

Atoms and positions in Å:
C: 1.671 0.102 1.121
C: 1.302 -1.297 0.683
C: 0.429 1.039 1.402
C: 0.732 -1.477 -0.735
C: -0.511 1.023 0.218
C: -0.710 -1.031 -0.700
N: -0.192 1.698 -1.049
N: -1.201 -0.714 -1.891
N: -1.869 0.954 0.403
O: -2.321 0.730 1.518
O: -2.560 1.141 -0.623
Cl: -1.708 -1.970 0.304
H: 2.239 -0.019 2.060
H: 2.591 0.401 0.428
H: 2.184 -1.945 0.920
H: 0.500 -1.748 1.413
H: -0.166 0.703 2.366
H: 0.865 1.966 1.422
H: 1.291 -0.921 -1.492
H: 0.605 -2.525 -1.127
H: 0.701 2.154 -0.968
H: -1.134 2.218 -1.266
H: -0.630 -0.342 -2.570
H: -2.107 -0.139 -1.839

Summary:
- frontier orbital gap (eV) = 8.2
- LUMO level (eV) = 0.221
- ΔE to the lowest compared entry with this formula, charge and spin (kJ/mol) = 134.1

***

Entry 8:
The following is a DFT calculation (the ωB97M-V functional and the def2-TZVPD basis) of 2 unconnected molecules or ions with the total composition C6H12ClNSi in a non-equilibrium geometry.

Atoms and positions in Å:
C: 0.652 -2.053 -2.489
C: -0.128 -1.602 2.367
C: 0.864 -1.195 -1.485
C: -0.666 -1.552 1.147
C: -0.823 1.764 1.279
C: 0.794 2.130 -0.591
N: 0.137 1.120 0.341
Si: -0.322 -0.344 -0.292
Cl: -2.829 0.060 -1.677
H: 1.595 -2.518 -2.981
H: -0.210 -2.236 -2.964
H: -0.116 -2.439 3.115
H: 0.447 -0.769 2.595
H: 1.900 -1.038 -1.216
H: -1.198 -2.380 0.732
H: -0.151 2.014 2.148
H: -1.050 2.815 0.780
H: -1.642 1.138 1.520
H: 1.559 2.660 0.051
H: 1.187 1.593 -1.562
H: 0.001 2.832 -0.818

Summary:
- frontier orbital gap (eV) = 9.1
- LUMO level (eV) = -0.161
- ΔE to the lowest compared entry with this formula, charge and spin (kJ/mol) = 311.2

***

Entry 9:
The following is a DFT calculation (the ωB97M-V functional and the def2-TZVPD basis) of C6H12ClO2P in the gas phase in a non-equilibrium geometry.

Atoms and positions in Å:
C: -1.162 -0.734 1.608
C: 0.408 0.423 -0.419
C: -1.248 -1.407 -0.587
C: -0.709 -0.161 -1.224
C: -0.276 -0.477 -2.715
C: 1.011 1.265 2.278
O: -1.401 1.819 1.244
O: -1.747 0.833 -1.395
P: -0.393 0.813 1.188
Cl: -2.764 -1.986 -0.918
H: -2.112 -0.690 2.079
H: -0.706 -1.683 1.972
H: 1.191 -0.306 -0.451
H: 0.986 1.383 -0.862
H: -0.288 -2.100 -0.472
H: 0.794 -1.009 -2.711
H: -0.137 0.321 -3.354
H: -1.183 -1.024 -3.171
H: 1.242 2.309 2.228
H: 0.815 0.965 3.268
H: 2.012 0.767 2.253
H: -1.457 1.625 -0.947

Summary:
- frontier orbital gap (eV) = 9.1
- LUMO level (eV) = 0.177
- ΔE to the lowest compared entry with this formula, charge and spin (kJ/mol) = 185.5

***

Entry 10:
The following is a DFT calculation (the ωB97M-V functional and the def2-TZVPD basis) of a molecular structure, C6H12F8IN2O3PtTe in a non-equilibrium geometry.

Atoms and positions in Å:
Pt: 0.106 -0.100 0.600
I: 1.724 -1.797 1.662
F: 1.227 3.099 -0.412
Te: -0.820 2.894 0.547
F: 0.841 1.434 1.562
F: -2.660 3.525 0.574
F: -1.084 3.627 -1.299
F: -1.515 2.196 2.329
O: -1.184 1.221 -0.220
C: 0.495 1.716 -3.818
C: 0.462 0.243 -3.411
C: 0.976 -0.649 -4.535
C: -0.963 -0.163 -3.043
N: 1.425 0.050 -2.292
N: 1.193 0.679 -1.114
H: -0.118 1.855 -4.708
H: 1.514 2.041 -4.036
H: 0.087 2.364 -3.035
H: 0.364 -0.507 -5.423
H: 0.916 -1.702 -4.246
H: 2.014 -0.417 -4.783
H: -1.610 -0.081 -3.918
H: -1.367 0.482 -2.263
H: -0.991 -1.189 -2.683
H: 1.679 -0.921 -2.136
H: 0.600 1.521 -1.234
H: 2.049 0.965 -0.638
F: -3.014 -2.676 -1.589
C: -2.490 -3.140 -0.442
F: -3.485 -3.606 0.306
F: -1.700 -4.182 -0.764
C: -1.675 -2.044 0.274
O: -1.922 -1.708 1.411
O: -0.726 -1.579 -0.465

Summary:
- frontier orbital gap (spin up / spin down) (eV) = 5.8 / 5.8
- net charge = -1
- LUMO level (spin up / spin down) (eV) = -0.154 / -0.153
- ΔE to the lowest compared entry with this formula, charge and spin (kJ/mol) = 148.7

***

Entry 11:
The following is a DFT calculation (the ωB97M-V functional and the def2-TZVPD basis) of a molecular structure, C6H12I3N2O in a non-equilibrium geometry.

Atoms and positions in Å:
C: -1.694 3.312 0.854
C: -0.884 1.453 -0.268
C: -2.720 2.153 1.310
C: 1.734 -2.165 -0.020
C: 0.101 0.330 -0.020
C: -0.478 -1.119 -0.012
N: -0.500 2.555 0.530
N: -2.253 1.107 0.322
O: 0.396 -2.038 0.612
I: -1.311 4.705 2.413
I: -4.805 2.689 0.850
I: -2.373 1.460 3.337
H: -2.070 3.782 -0.019
H: -1.070 1.707 -1.382
H: 2.188 -3.129 0.314
H: 2.281 -1.280 0.090
H: 1.563 -2.336 -1.003
H: 0.464 0.424 1.029
H: 0.929 0.280 -0.662
H: -1.399 -1.238 0.548
H: -0.745 -1.592 -1.057
H: 0.381 3.098 0.355
H: -2.877 0.942 -0.369
H: -2.094 0.152 0.603

Summary:
- frontier orbital gap (eV) = 8.3
- net charge = +1
- LUMO level (eV) = -4.308
- ΔE to the lowest compared entry with this formula, charge and spin (kJ/mol) = 38.9

***

Entry 12:
The following is a DFT calculation (the ωB97M-V functional and the def2-TZVPD basis) of C6H12IN in the gas phase in a non-equilibrium geometry.

Atoms and positions in Å:
C: 0.624 0.401 -0.998
C: -0.266 -0.532 -0.241
C: 2.059 0.443 -0.855
C: -1.699 -0.310 -0.692
C: -0.404 1.091 1.752
C: -0.129 -0.323 1.393
N: 0.080 -1.936 -0.340
I: 0.086 -3.086 -1.912
H: 0.215 0.692 -2.028
H: 2.277 1.594 -0.990
H: 2.450 -0.105 -1.695
H: 2.324 -0.032 0.154
H: -1.820 -0.637 -1.839
H: -1.959 0.779 -0.808
H: -2.322 -0.960 -0.093
H: -1.449 1.052 1.960
H: -0.339 1.834 0.944
H: 0.232 1.358 2.571
H: -0.896 -0.833 2.007
H: 0.935 -0.490 1.709

Summary:
- frontier orbital gap (spin up / spin down) (eV) = 8.9 / 7.2
- LUMO level (spin up / spin down) (eV) = 0.142 / -0.757
- ΔE to the lowest compared entry with this formula, charge and spin (kJ/mol) = 388.2

***

Total energy (Ha)
-235.763246, -235.787151, -1033.871784, -3215.662776, -315.373611, -2973.992166, -1010.585898, -1040.179572, -1187.740249, -2055.118020, -1313.305628, -588.070378